109
Properties=species:S:1:pos:R:3 method="wB97M-V/def2-TZVPD" e_homo_ha=-0.468 homo_lumo_gap_ev=6.94 e_tot_ev=-235676.6436 lumo_energy_ev=-5.79 total_charge=+2 multiplicity=1
Hf -0.1433 0.6068 0.6393
C 3.5199 -4.3855 0.9266
C 2.3817 -3.5119 0.4808
C 1.4988 -2.9613 1.3839
C 0.3878 -2.2146 0.9790
C -0.5686 -1.8567 2.1011
C 0.1699 -1.9866 -0.3984
As -1.3769 -1.1947 -1.3883
N -1.9350 -0.0563 -0.0003
C -3.0424 -0.1833 0.9035
C -3.6447 -1.3988 1.2315
C -4.6993 -1.4282 2.1337
C -5.1644 -0.2642 2.7350
C -4.5772 0.9463 2.4021
C -3.5359 0.9830 1.4840
C -2.7408 -2.5350 -1.5611
C -3.9276 -1.9629 -2.0475
C -4.0431 -0.5178 -2.4723
C -5.0666 -2.7557 -2.1345
C -5.0524 -4.0919 -1.7724
C -6.2939 -4.9364 -1.8581
C -3.8452 -4.6432 -1.3538
C -2.6738 -3.9038 -1.2418
C -1.4373 -4.6527 -0.8120
C 1.1362 -2.4700 -1.3312
C 1.0042 -2.2596 -2.8213
C 2.1884 -3.2328 -0.8769
H 3.5979 -4.4233 2.0120
H 4.4681 -4.0284 0.5191
H 3.3795 -5.4046 0.5616
H 1.6470 -3.1396 2.4434
H -0.0831 -2.0168 3.0609
H -1.4671 -2.4688 2.0526
H -0.9565 -0.8326 2.1340
H -3.3071 -2.3218 0.7823
H -5.1626 -2.3783 2.3671
H -5.9866 -0.3004 3.4368
H -4.9409 1.8678 2.8393
H -3.1375 1.9391 1.1628
H -3.2623 -0.2434 -3.1861
H -3.9828 0.1662 -1.6210
H -5.0012 -0.3461 -2.9588
H -5.9863 -2.3108 -2.4978
H -7.1864 -4.3235 -1.9713
H -6.4095 -5.5542 -0.9676
H -6.2410 -5.6104 -2.7153
H -3.8094 -5.7001 -1.1104
H -1.6676 -5.7137 -0.7349
H -1.0623 -4.3304 0.1595
H -0.6244 -4.5490 -1.5290
H 0.0882 -2.7010 -3.2232
H 1.8383 -2.7276 -3.3407
H 0.9945 -1.1995 -3.0792
H 2.8866 -3.6408 -1.6008
N -1.2837 3.8266 1.3271
C -1.0072 3.1748 2.4814
C -1.2402 3.8063 3.7150
C -0.9031 3.1712 4.8750
C -0.3034 1.9012 4.8330
C -0.1154 1.3355 3.6137
N -0.4832 1.9370 2.4410
H -1.7873 4.6960 1.3824
H -1.3399 3.3427 0.4441
H -1.6855 4.7922 3.7236
H -1.0962 3.6519 5.8255
H 0.0068 1.3843 5.7283
H 0.3584 0.3659 3.5228
C 5.4742 1.4701 0.3599
C 4.3909 0.4230 0.5170
C 4.8585 -0.8979 -0.0618
O 3.2358 0.8371 -0.2838
B 2.1129 0.6544 0.4504
O 2.3303 0.2800 1.7758
C 3.8146 0.3079 1.9796
C 4.0671 1.5384 2.8303
C 4.2171 -0.9418 2.7251
H 5.8087 1.4874 -0.6774
H 6.3367 1.2302 0.9849
H 5.1209 2.4658 0.6206
H 5.0976 -0.7521 -1.1154
H 4.0788 -1.6531 0.0080
H 5.7549 -1.2594 0.4444
H 3.7022 2.4418 2.3406
H 5.1300 1.6638 3.0374
H 3.5474 1.4297 3.7829
H 3.9390 -1.8463 2.1892
H 3.7377 -0.9564 3.7048
H 5.2977 -0.9494 2.8813
C 2.0261 6.3083 -2.9303
Ge 1.8223 4.3906 -3.0358
C 3.5021 3.4552 -2.8115
C 0.9042 3.8520 -4.6580
C 0.7157 3.8779 -1.4666
Se -0.1886 2.1718 -1.7140
C -1.8731 2.7336 -2.4564
H 2.6915 6.6518 -3.7232
H 2.4612 6.6013 -1.9740
H 1.0667 6.8122 -3.0524
H 4.0711 3.4715 -3.7418
H 3.3372 2.4159 -2.5203
H 4.0995 3.9433 -2.0396
H 1.5738 3.9976 -5.5069
H 0.0164 4.4622 -4.8337
H 0.6249 2.7969 -4.6370
H -0.0453 4.6218 -1.2269
H 1.3589 3.7610 -0.5941
H -1.6189 3.1901 -3.4084
H -2.3772 3.4376 -1.7998
H -2.4855 1.8484 -2.6021

***

112
Properties=species:S:1:pos:R:3 method="wB97M-V/def2-TZVPD" e_homo_ha="-0.033 / -0.072" homo_lumo_gap_ev="5.11 / 6.16" e_tot_ev=-76914.7487 lumo_energy_ev="4.21 / 4.21" total_charge=-2 multiplicity=2
Hg -0.1179 0.0060 0.5080
C 3.3289 -1.6834 0.2626
C 2.3412 -2.4660 -0.6008
C 2.6203 -3.9710 -0.5029
C 2.3559 -2.0438 -2.0558
C 3.5669 -1.9427 -2.7311
C 3.6268 -1.6431 -4.0830
C 2.4422 -1.4695 -4.7826
C 1.2127 -1.5451 -4.1435
C -0.0703 -1.3712 -4.9336
C -0.0778 -0.0754 -5.7478
C -0.3144 -2.5880 -5.8299
C 1.1503 -1.8139 -2.7574
N -0.0812 -1.7135 -2.1232
C -0.7723 -2.7377 -1.7306
O -0.4601 -3.9673 -1.8042
C -2.1438 -2.4202 -1.1628
C -3.1544 -3.3638 -1.3100
C -4.4184 -3.0616 -0.8251
C -4.6245 -1.8486 -0.1934
C -3.5534 -0.9659 -0.0732
N -2.3519 -1.2463 -0.5714
C -3.7790 0.3264 0.7005
O -4.9656 0.7222 0.8151
N -2.6912 0.8338 1.2157
C -2.7023 1.9025 2.0971
C -2.7009 1.6583 3.4864
C -2.6759 2.7306 4.3693
C -2.6042 4.0393 3.9132
C -2.5581 4.2757 2.5460
C -2.6046 3.2313 1.6315
C -2.6337 3.4946 0.1383
C -4.0626 3.8503 -0.2903
C -1.6478 4.5814 -0.2947
C -2.7469 0.2321 4.0004
C -4.1125 -0.0720 4.6225
C -1.6152 -0.0533 4.9889
H 3.2146 -1.9727 1.3110
H 3.1415 -0.6095 0.1856
H 4.3652 -1.8826 -0.0295
H 1.3405 -2.2770 -0.2088
H 3.6226 -4.1941 -0.8872
H 1.8889 -4.5216 -1.0952
H 2.5672 -4.3053 0.5384
H 4.4920 -2.1209 -2.1915
H 4.5836 -1.5632 -4.5863
H 2.4756 -1.2634 -5.8480
H -0.8808 -1.3161 -4.2076
H 0.6719 -0.0982 -6.5450
H 0.1334 0.7770 -5.1010
H -1.0572 0.0793 -6.2108
H 0.4924 -2.7006 -6.5616
H -1.2607 -2.4901 -6.3719
H -0.3532 -3.4979 -5.2269
H -2.9354 -4.2994 -1.8048
H -5.2297 -3.7745 -0.9275
H -5.5788 -1.5537 0.2187
H -2.7134 2.5434 5.4385
H -2.5688 4.8657 4.6138
H -2.4931 5.2999 2.1927
H -2.3568 2.5620 -0.3564
H -4.3914 4.7630 0.2189
H -4.7416 3.0403 -0.0169
H -4.1206 4.0117 -1.3720
H -1.9318 5.5613 0.1012
H -1.6249 4.6584 -1.3856
H -0.6365 4.3527 0.0484
H -2.6045 -0.4234 3.1425
H -4.2935 0.5678 5.4932
H -4.1664 -1.1167 4.9452
H -4.9058 0.1073 3.8933
H -1.7297 0.5288 5.9097
H -0.6511 0.1942 4.5421
H -1.6022 -1.1146 5.2507
C 2.4247 4.3856 -1.5067
Si 2.2729 2.5147 -1.2076
C 3.9638 1.7942 -1.6230
C 1.0780 1.8758 -2.5040
C 1.7003 2.2159 0.4961
Si 2.5939 2.1696 2.0850
C 1.9857 3.5848 3.1811
C 2.3688 0.6102 3.1147
C 4.4678 2.3742 1.9069
H 2.7761 4.6173 -2.5185
H 3.1199 4.8367 -0.7911
H 1.4499 4.8651 -1.3696
H 4.2916 2.1390 -2.6091
H 3.9213 0.7006 -1.6512
H 4.7254 2.0866 -0.8947
H 1.3068 2.2746 -3.4989
H 0.0472 2.1511 -2.2545
H 1.1181 0.7842 -2.5560
H 0.7131 2.6678 0.6422
H 0.8961 3.5222 3.2799
H 2.2216 4.5578 2.7389
H 2.4187 3.5467 4.1861
H 1.3098 0.4524 3.3352
H 2.9151 0.6645 4.0634
H 2.7149 -0.2686 2.5653
H 4.7242 3.3170 1.4124
H 4.8838 1.5595 1.3056
H 4.9586 2.3545 2.8849
N -0.4186 -5.5414 0.3628
C 0.2726 -5.5352 1.4987
N 0.9381 -6.7056 1.8186
N 0.3190 -4.5986 2.3832
C -0.2909 -3.4221 2.2840
N -0.7578 -2.3598 2.3548
H -0.2800 -6.3409 -0.2318
H -0.6124 -4.6970 -0.1868
H 1.3403 -7.2030 1.0414
H 1.5558 -6.5889 2.6048